Density functional theory data (wB97M-V/def2-TZVPD) for C21H26N2O5 as an isolated structure at a distorted geometry.

Last column: Löwdin charge in e.
CARTESIAN COORDINATES (ANGSTROEM)
C1 6.23 1.88 0.46  -0.099
O1 6.05 0.50 0.57  -0.087
C2 4.88 0.05 0.13  -0.161
C3 4.77 -1.46 0.11  0.081
C4 3.62 -2.33 -0.39  0.061
C5 2.39 -1.58 -0.56  -0.297
C6 2.34 -0.23 -0.43  -0.009
C7 3.52 0.66 -0.34  -0.081
O2 3.48 2.04 -0.28  -0.089
C8 2.47 2.65 -0.73  -0.226
H1 1.46 2.73 -0.12  0.137
H2 2.14 2.50 -1.86  0.155
H3 2.71 3.57 -0.80  0.017
H4 1.55 0.48 -0.85  0.103
C9 1.18 -2.26 -1.10  -0.045
H5 0.42 -1.60 -1.34  0.058
H6 1.46 -3.22 -1.61  0.130
C10 0.49 -2.88 0.36  -0.099
N1 0.28 -1.68 1.15  0.073
C11 -1.13 -1.44 1.65  -0.238
O3 -2.10 -2.12 1.04  -0.052
C12 -1.35 -0.19 2.62  0.011
C13 -1.09 1.14 1.75  -0.052
N2 -2.16 1.19 0.83  0.051
C14 -3.41 1.64 0.69  -0.350
O4 -3.74 1.78 2.01  -0.045
C15 -4.17 1.23 -0.38  -0.244
C16 -3.11 1.19 -1.46  -0.061
C17 -1.93 0.84 -0.56  -0.221
O5 -0.73 0.57 -1.05  -0.011
H7 -3.00 1.92 -2.24  0.141
C18 -3.50 -0.33 -2.27  -0.005
C19 -3.87 -1.29 -1.13  -0.155
C20 -4.82 -1.11 -0.26  -0.051
C21 -5.37 0.34 -0.22  -0.102
H8 -5.99 0.74 -1.03  0.128
H9 -5.85 0.63 0.52  0.027
H10 -5.13 -1.66 0.79  0.174
H11 -3.48 -2.26 -1.17  0.087
H12 -4.38 0.00 -2.78  0.103
H13 -2.50 -0.70 -2.53  0.109
H14 -4.74 2.48 -0.32  0.265
H15 -0.21 1.04 1.22  0.096
H16 -1.26 1.74 2.40  0.025
H17 -2.33 -0.25 2.85  0.064
H18 -0.32 -0.39 3.24  0.176
H19 1.01 -1.29 1.55  0.045
H20 -0.27 -3.49 0.06  0.078
H21 1.24 -3.44 0.66  0.048
H22 3.51 -3.17 -0.20  -0.042
H23 5.65 -1.88 0.38  0.047
H24 5.57 2.56 0.94  0.070
H25 6.24 2.22 -0.78  0.166
H26 7.28 1.92 0.76  0.093

Values from the calculation:
DFT total energy   -1300.90815 a.u.
Energy above the lowest of the compared OMol25 structures with the same formula, charge and spin   1895.08 kJ/mol
LUMO   0.3 eV

***

Density functional theory data (wB97M-V/def2-TZVPD) for C3H3O3Ru as an isolated structure at a distorted geometry.

Last column: Löwdin charge in e.
CARTESIAN COORDINATES (ANGSTROEM)
O1 0.38 0.90 1.45  0.213
Ru1 -2.52 -1.09 0.57  1.756
O2 -1.72 0.61 0.89  -0.031
C1 -0.63 1.10 0.75  -0.177
O3 0.21 0.48 -0.83  -0.082
C2 -0.26 -0.57 -1.47  0.221
H1 -0.38 -0.25 -2.53  0.163
C3 1.45 -0.26 0.41  0.604
H2 1.24 -1.26 0.76  0.163
H3 2.24 0.35 -0.01  0.171

Values from the calculation:
DFT total energy   -434.82714 a.u.
Energy above the lowest of the compared OMol25 structures with the same formula, charge and spin   517.44 kJ/mol
LUMO (alpha / beta)   -17.3 / -18.1 eV
2S+1   7
Total charge   +3
⟨S²⟩   12.0300

***

Density functional theory data (wB97M-V/def2-TZVPD) for C30H11CuF16GeNS as an isolated structure.

Last column: Löwdin charge in e.
CARTESIAN COORDINATES (ANGSTROEM)
Cu1 -1.01 -2.17 -0.91  0.215
F1 -2.22 -1.77 -6.90  0.008
C1 -1.94 -1.84 -5.57  -0.313
C2 -0.64 -2.03 -5.15  -0.045
C3 -0.38 -2.10 -3.79  -0.152
C4 -1.38 -1.99 -2.80  -0.249
C5 -2.68 -1.80 -3.30  -0.162
C6 -2.98 -1.73 -4.67  -0.053
H1 0.15 -2.11 -5.89  0.104
H2 0.65 -2.23 -3.48  0.075
H3 -3.51 -1.70 -2.61  0.074
H4 -3.99 -1.58 -5.03  0.102
F2 -0.47 1.60 3.27  0.081
C7 -0.78 2.54 2.38  -0.249
C8 -0.10 2.63 1.17  -0.125
C9 -0.48 3.65 0.33  -0.206
F3 0.10 3.84 -0.87  0.096
C10 -1.48 4.56 0.66  -0.142
F4 -1.82 5.55 -0.18  0.113
C11 -2.13 4.44 1.87  -0.135
F5 -3.10 5.31 2.20  0.119
C12 -1.78 3.42 2.74  -0.141
F6 -2.41 3.31 3.91  0.114
Ge1 1.25 1.23 0.78  0.588
S1 0.44 -0.71 0.82  0.246
C13 2.21 1.84 -0.85  -0.124
C14 2.30 1.10 -2.01  -0.219
F7 1.67 -0.06 -2.15  0.083
C15 3.04 1.53 -3.11  -0.138
F8 3.11 0.80 -4.22  0.120
C16 3.71 2.74 -3.04  -0.134
F9 4.43 3.16 -4.08  0.119
C17 3.64 3.51 -1.89  -0.143
F10 4.28 4.68 -1.84  0.111
C18 2.89 3.05 -0.83  -0.235
F11 2.82 3.85 0.25  0.092
C19 2.71 1.44 2.14  -0.118
C20 2.73 2.29 3.22  -0.211
F12 1.75 3.20 3.42  0.095
C21 3.74 2.29 4.16  -0.143
F13 3.72 3.14 5.20  0.112
C22 4.80 1.43 4.01  -0.137
F14 5.80 1.43 4.90  0.117
C23 4.84 0.57 2.93  -0.142
F15 5.88 -0.26 2.77  0.112
C24 3.80 0.59 2.02  -0.231
F16 3.91 -0.24 0.97  0.083
N1 -1.17 -3.30 0.82  -0.008
C25 -2.44 -3.91 1.13  -0.284
C26 -2.77 -4.26 2.43  -0.039
C27 -4.00 -4.84 2.71  -0.096
C28 -4.90 -5.08 1.68  -0.105
C29 -4.57 -4.73 0.38  -0.081
C30 -3.35 -4.14 0.10  -0.028
H5 -0.88 -2.67 1.56  0.005
H6 -0.45 -4.02 0.74  0.107
H7 -2.06 -4.07 3.23  0.111
H8 -4.25 -5.10 3.73  0.098
H9 -5.87 -5.53 1.90  0.096
H10 -5.27 -4.91 -0.43  0.102
H11 -3.08 -3.84 -0.91  0.090

Values from the calculation:
DFT total energy   -6918.05272 a.u.
Energy above the lowest of the compared OMol25 structures with the same formula, charge and spin   50.15 kJ/mol
LUMO   2.3 eV
Total charge   -1

***

Density functional theory data (wB97M-V/def2-TZVPD) for a 2-piece molecular cluster, C6H14O overall at a distorted geometry.

Last column: Löwdin charge in e.
CARTESIAN COORDINATES (ANGSTROEM)
C1 2.81 0.02 0.44  -0.115
C2 1.39 0.21 0.90  -0.170
C3 0.34 -0.16 0.17  -0.135
C4 -1.06 -0.24 0.69  -0.231
C5 -1.83 -1.52 0.37  -0.255
C6 -2.07 -1.64 -1.13  -0.123
H1 2.90 -0.81 -0.26  0.071
H2 3.24 0.90 -0.02  0.063
H3 3.43 -0.27 1.28  0.064
H4 1.22 0.07 1.97  0.099
H5 0.50 -0.43 -0.87  0.107
H6 -1.63 0.57 0.22  0.110
H7 -1.05 0.11 1.73  0.108
H8 -2.81 -1.44 0.84  0.102
H9 -1.32 -2.41 0.71  0.103
H10 -1.16 -1.96 -1.65  0.063
H11 -2.86 -2.35 -1.40  0.067
H12 -2.28 -0.66 -1.55  0.073
O1 0.46 3.82 -0.64  -0.062
H13 0.62 3.88 -1.59  0.028
H14 1.16 4.33 -0.22  0.034

Values from the calculation:
DFT total energy   -312.20470 a.u.
Energy above the lowest of the compared OMol25 structures with the same formula, charge and spin   132.15 kJ/mol
SMILES string   C/C=C/CCC.O
LUMO   0.9 eV

***

Density functional theory data (wB97M-V/def2-TZVPD) for a 2-piece molecular cluster, C10H13O2 overall at a distorted geometry.

Last column: Löwdin charge in e.
CARTESIAN COORDINATES (ANGSTROEM)
C1 -1.87 2.27 -1.07  -0.212
C2 -3.01 1.89 -0.13  -0.137
C3 -2.05 1.62 -2.44  -0.756
O1 -3.14 1.16 -2.83  -0.090
O2 -1.03 1.71 -3.21  -0.151
H1 -1.71 3.33 -1.25  0.099
H2 -0.91 1.87 -0.72  0.083
H3 -2.90 2.36 0.85  0.051
H4 -3.02 0.80 -0.03  0.065
H5 -3.94 2.06 -0.67  0.060
C4 2.85 -0.01 2.07  -0.061
C5 0.74 -1.16 -0.89  -0.060
C6 0.39 -2.43 -0.46  -0.102
C7 1.53 -0.40 -0.04  -0.056
C8 1.99 -0.86 1.18  -0.294
C9 0.83 -2.94 0.74  -0.105
C10 1.53 -2.11 1.62  -0.069
H6 0.33 -0.73 -1.80  0.109
H7 -0.19 -3.07 -1.12  0.099
H8 1.84 0.61 -0.30  0.115
H9 0.55 -3.92 1.10  0.093
H10 2.96 -0.49 3.04  0.066
H11 2.53 1.02 2.14  0.075
H12 1.86 -2.47 2.59  0.096
H13 3.85 -0.09 1.62  0.082

Values from the calculation:
DFT total energy   -539.37611 a.u.
Energy above the lowest of the compared OMol25 structures with the same formula, charge and spin   41.93 kJ/mol
LUMO   3.0 eV
Total charge   -1